(1)
40
Properties=species:S:1:pos:R:3:forces:R:3 method="wB97M-V/def2-TZVPD" gap_ev=6.88 homo_energy_ev=-11.2 spin_multiplicity=1 total_energy_ev=-185745.8679 e_above_lowest_kcal_mol=7.5 charge=+1
Sc 0.17363 0.21193 -0.30983 -0.0922 -0.6021 1.1410
O 1.11604 -1.04029 0.89946 0.0361 0.4523 -0.7182
C 1.87057 -2.10074 0.70206 -0.2119 -1.7173 0.6713
C 2.82795 -2.43861 1.64078 0.8798 1.6652 0.7108
C 3.68065 -3.49707 1.53823 0.2418 -1.5017 1.4247
C 3.38537 -4.56298 0.69218 -0.6673 1.6426 -2.4293
C 2.56459 -4.22266 -0.40381 -0.8116 0.0381 2.6642
C 1.71271 -3.08432 -0.31812 0.8429 1.7587 -0.9583
C 0.82775 -2.75920 -1.38794 -0.8512 0.6550 -0.0360
N 0.11724 -1.65666 -1.51778 -0.0586 -0.9420 0.0563
C -0.95490 -1.67408 -2.53205 -0.4828 0.3159 -0.3942
C -2.12028 -0.65079 -2.23224 0.5361 -0.8648 -0.1113
N -1.68143 0.46088 -1.38002 -1.2127 0.6855 -0.2022
C -2.45779 1.55002 -1.33305 1.4731 -1.5902 0.6749
C -2.49386 2.41304 -0.20046 0.1083 1.0334 0.1944
C -3.50324 3.41142 -0.25443 0.1667 -1.0529 -0.7593
C -3.69290 4.26004 0.78032 -0.6840 0.4430 0.0921
C -2.85600 4.21833 1.87628 1.4195 -1.1242 0.2026
C -1.78269 3.34750 1.97777 -0.2357 -1.2575 -1.1409
C -1.62098 2.33526 0.95825 -1.0127 1.1816 -0.5876
O -0.73136 1.39338 0.98602 0.8519 -0.1125 0.3306
H 2.96686 -1.75957 2.47052 0.0903 0.2246 0.0115
H 4.50811 -3.59387 2.26360 -0.6800 -0.0022 -0.2818
H 3.78494 -5.53924 0.77388 0.8404 -0.5483 -0.0639
H 2.39350 -4.91799 -1.18121 -0.1571 -0.6438 -0.7644
H 0.72037 -3.55704 -2.10960 -0.3704 -0.1422 -0.4369
H -1.44529 -2.64844 -2.58666 0.2683 -0.1007 0.0586
H -0.52537 -1.49428 -3.53175 -0.1171 0.1981 0.3279
H -2.98140 -1.20493 -1.75278 0.9691 0.7032 -0.2896
H -2.45287 -0.29447 -3.19783 -0.3718 0.1764 -0.2863
H -3.11102 1.80376 -2.18351 -0.0693 -0.4417 0.4205
H -4.15817 3.34976 -1.13156 0.1229 0.4705 0.4191
H -4.50551 4.95040 0.82033 -0.4484 0.3212 -0.2746
H -3.03517 4.82358 2.72155 -0.2262 0.9196 0.6364
H -1.11759 3.38044 2.83398 -0.0979 -0.2183 -0.1029
Br 2.43477 3.49320 2.30822 -0.7217 0.5708 0.2022
C 3.03979 2.09986 1.30705 0.5651 -1.4829 -1.1594
Br 2.25368 1.89079 -0.78647 0.7548 0.5861 1.1608
H 2.72191 1.08821 1.58936 0.0415 0.5887 0.1862
H 4.12737 2.21546 1.19123 -0.6282 -0.2854 -0.5892

(2)
46
Properties=species:S:1:pos:R:3:forces:R:3 method="wB97M-V/def2-TZVPD" gap_ev=8.16 homo_energy_ev=-8.1 spin_multiplicity=1 total_energy_ev=-52758.7231 e_above_lowest_kcal_mol=13.2 charge=0 smiles="O=C(Nc1nnc(SCC(=O)N2CCCc3ccccc32)s1)c1ccccc1"
O 0.15272 0.63561 -3.98487 0.0783 0.0494 -0.2606
C 1.00971 1.22296 -3.35582 0.1264 0.1167 0.3114
N 0.90671 1.35930 -1.99247 0.3905 0.1668 -0.1755
C -0.14462 0.82799 -1.30096 -0.8961 -0.5490 -0.0649
N -0.29472 0.95597 -0.02534 1.4697 0.7843 -0.5599
N -1.39221 0.35777 0.43158 -1.1395 -0.5538 0.3027
C -2.07931 -0.23464 -0.48982 0.3135 0.2184 -0.5083
S -3.53088 -1.10970 -0.17769 -0.5591 -0.2629 0.1461
C -3.47916 -1.08293 1.64479 0.1891 0.1018 -0.5478
H -4.27708 -1.75963 1.95329 0.0297 0.0362 0.0137
H -3.69619 -0.07403 1.97658 0.0217 -0.0675 0.1139
C -2.14250 -1.66937 2.10295 -0.2364 -0.0768 -0.1042
O -1.76186 -2.70981 1.60937 -0.0591 -0.1379 -0.0505
N -1.46607 -1.00687 3.07821 0.1486 -0.0440 0.3202
C -0.24472 -1.55466 3.54088 0.4371 -0.2663 0.1043
C -0.11926 -2.91411 3.79915 -0.0048 -0.0188 0.0755
C 1.09593 -3.43125 4.21133 -0.0321 -0.0146 0.0135
C 2.18882 -2.59997 4.38167 0.1018 0.0099 0.0277
C 2.05459 -1.24020 4.16061 0.0094 -0.0834 0.0017
C 0.84870 -0.70817 3.73794 -0.0932 0.0129 -0.1136
C 0.61438 0.76129 3.57869 -0.0775 0.0000 0.1081
C -0.71758 1.03736 4.27246 -0.0281 -0.0397 -0.1324
C -1.82207 0.35291 3.47633 -0.3381 0.4797 0.1995
H -1.98169 0.93929 2.56662 -0.0452 -0.1046 0.1835
H -2.74567 0.32382 4.06745 0.0695 0.0886 -0.0771
H -0.67867 0.65158 5.29393 0.0124 0.0614 0.0113
H -0.93273 2.10551 4.31728 -0.0874 -0.0080 0.0159
H 0.53282 1.02626 2.52122 0.0436 0.0794 -0.0325
H 1.42631 1.33566 4.02559 0.0290 -0.0203 -0.0381
H 2.89611 -0.57930 4.31404 0.0656 0.0808 0.0276
H 3.13787 -3.00557 4.69926 0.0792 -0.0367 0.0313
H 1.18490 -4.48988 4.40350 0.0019 -0.0958 0.0067
H -0.96572 -3.56780 3.66961 -0.0389 -0.0209 -0.0338
S -1.40242 -0.08502 -2.10497 -0.1012 0.0579 0.9982
H 1.58135 1.88597 -1.45730 -0.0982 -0.0158 -0.0886
C 2.19874 1.84977 -3.97643 0.2970 0.1166 -0.3292
C 2.10348 2.21675 -5.31766 -0.0941 -0.0758 0.1643
C 3.17706 2.80449 -5.95848 0.0041 0.0102 -0.0199
C 4.36067 3.01766 -5.27037 0.0209 -0.0158 0.0278
C 4.46958 2.63459 -3.94313 0.1054 0.0564 0.0274
C 3.39548 2.05447 -3.29310 -0.1925 -0.0317 -0.0529
H 3.51087 1.73390 -2.26747 0.0202 -0.0278 0.0849
H 5.39770 2.78533 -3.41231 0.0689 0.0014 0.0373
H 5.20221 3.47422 -5.76939 0.0699 0.0343 -0.0389
H 3.09350 3.09289 -6.99528 -0.0150 0.0278 -0.0813
H 1.17502 2.03406 -5.83696 -0.0671 -0.0231 -0.0446

(3)
24
Properties=species:S:1:pos:R:3:forces:R:3 method="wB97M-V/def2-TZVPD" gap_ev=7.92 homo_energy_ev=-8.3 spin_multiplicity=1 total_energy_ev=-16629.2531 e_above_lowest_kcal_mol=294.2 charge=0
O -0.45966 -0.04659 -0.25464 3.4427 -3.3484 0.4862
H 0.33575 -0.57908 -0.25759 -1.4093 0.8886 -0.0355
H -0.27219 0.66144 0.36163 -0.3440 0.1676 0.1841
O -1.98769 0.81845 -1.51914 -0.6428 5.3645 -4.7644
H -1.09361 0.55789 -1.29784 -0.7790 0.6277 -0.7513
H -2.54271 0.21219 -1.02859 0.5832 1.5470 -1.5354
O -2.68280 -0.86327 -0.48683 -3.4753 -6.0305 3.3242
H -1.97417 -1.49763 -0.37886 0.0433 0.1664 0.0512
H -2.81609 -0.50097 0.38908 -0.0074 -0.2193 0.5148
O 0.83023 -2.25592 -1.38382 -1.7617 -2.3906 -4.4890
H 1.41100 -2.16213 -2.13889 0.3185 -0.0968 -0.4286
H 0.03836 -1.77744 -1.62926 -0.7498 0.2136 -0.4126
O 1.80160 0.58262 0.42278 4.5569 1.7675 -1.2645
H 2.08969 0.58308 1.33560 1.2515 -1.0414 0.3274
H 1.59151 -0.33276 0.23788 0.6006 1.5859 -0.4633
O -1.33493 1.36866 1.29211 -0.7739 0.9446 1.4439
H -2.04834 1.24771 1.91874 -0.1798 -0.0130 0.1838
H -0.81353 2.08360 1.65713 0.4489 0.7011 0.0406
O 1.54236 -1.35632 0.41093 1.6801 -9.4294 5.4393
H 2.42754 -1.68915 0.55890 0.3914 -0.0016 0.3788
H 1.23108 -1.83542 -0.35705 -0.0253 -1.5321 -0.4552
O 1.47386 2.45438 1.03928 -1.2513 8.0333 2.8955
H 1.82956 2.81493 0.22704 -0.0741 0.1184 0.0726
H 1.42317 1.51164 0.88142 -1.8431 1.9768 -0.7426

(4)
20
Properties=species:S:1:pos:R:3:forces:R:3 method="wB97M-V/def2-TZVPD" gap_ev=10.45 homo_energy_ev=-9.3 spin_multiplicity=1 total_energy_ev=-6447.8766 e_above_lowest_kcal_mol=35.3 charge=0 smiles="C=C(C)C(C)C.[H][H]"
C -1.66672 1.10534 -0.22809 0.1023 -0.0858 -0.0173
C -0.67168 0.21955 -0.28924 -0.1334 0.1458 -0.0379
C -0.91733 -1.21067 -0.69928 -0.0145 -0.0533 -0.0117
C 0.75874 0.63801 0.00191 0.0082 0.0748 0.0061
C 1.41569 -0.17946 1.12053 0.0085 -0.0614 0.0395
C 1.60243 0.57989 -1.27750 0.0402 -0.0287 -0.0823
H -1.49139 2.13849 0.06456 0.0141 -0.1468 -0.0519
H -2.69094 0.83422 -0.47527 0.1526 -0.0093 0.0778
H -2.43262 -1.00336 2.40127 0.0508 -0.0024 0.0239
H -1.92964 -0.57173 2.06246 -0.0862 -0.0380 0.0319
H -0.40381 -1.44967 -1.63904 -0.0570 0.0475 0.1510
H -1.98516 -1.40117 -0.84102 0.1564 0.0579 0.0199
H -0.54809 -1.91488 0.05621 -0.0461 0.1194 -0.0884
H 0.72379 1.68473 0.33283 -0.0215 -0.1386 -0.0585
H 1.54769 -1.22898 0.83114 -0.0370 0.1542 0.0212
H 0.82352 -0.15299 2.04238 0.0668 0.0014 -0.1479
H 2.41016 0.22309 1.34619 -0.1539 -0.0558 -0.0372
H 1.12991 1.15556 -2.08076 0.0882 -0.0719 0.1094
H 2.60442 0.98731 -1.10326 -0.1344 -0.0574 -0.0057
H 1.72102 -0.45325 -1.62602 -0.0041 0.1483 0.0582